[1]
This record from OMol25 describes the ion C12H17N2 with charge +1 in a non-equilibrium geometry. The level of theory is ωB97M-V/def2-TZVPD.

Calculated values
- Gap between HOMO and LUMO: 9.70 eV
- Molar mass: 189.28 g/mol
- Charge: +1
- Largest force on an atom: 5.74 eV/Å
- Relative energy (zero: lowest compared OMol25 entry of this formula, charge and spin): 87.42 kcal/mol

Cartesian coordinates (Å):
C: -0.5332 -3.2230 1.5826
C: -1.3146 -2.2851 2.1753
C: 0.2588 -3.0246 0.4938
C: -1.4097 -1.0524 1.5459
C: 0.2201 -1.7085 -0.0421
C: -0.6201 -0.7985 0.4941
C: 0.4545 -0.4146 -2.1644
C: 1.0766 -1.3915 -1.3120
C: -0.4943 0.9649 -0.5645
C: 1.2292 1.4670 1.2097
C: 1.1012 2.7573 -0.9043
C: 0.2978 2.0003 0.1511
N: -0.1978 0.6114 -1.8518
N: -2.0023 1.3751 -0.7833
H: -0.5627 -4.2498 2.0475
H: -1.9442 -2.6155 2.9440
H: 0.9792 -3.6958 -0.0984
H: -1.9051 -0.2085 1.9634
H: 0.4973 -0.5992 -3.2532
H: 1.9863 -1.0715 -0.9745
H: 1.2131 -2.3210 -1.7542
H: 1.9442 0.6881 0.7529
H: 0.7296 0.8536 1.9614
H: 1.7983 2.0218 1.9589
H: 0.6590 2.8853 -1.9001
H: 2.0860 2.2159 -1.1697
H: 1.5451 3.7075 -0.7991
H: -0.3339 2.6635 0.6426
H: -1.8682 2.4666 -0.6489
H: -2.5525 0.8597 -0.0010
H: -2.3377 1.1216 -1.7019



[2]
This record from OMol25 describes the ion C3H4O2S with charge -2 in a non-equilibrium geometry. The level of theory is ωB97M-V/def2-TZVPD.

Calculated values
- Gap between HOMO and LUMO: 5.55 eV
- Molar mass: 104.13 g/mol
- Charge: -2
- Largest force on an atom: 2.59 eV/Å
- Structure (SMILES): O=C([O-])CC[S-]
- Relative energy (zero: lowest compared OMol25 entry of this formula, charge and spin): 13.28 kcal/mol

Cartesian coordinates (Å):
O: -1.4665 0.1675 2.5168
C: -1.2182 -0.2165 1.3233
O: -1.9300 -0.9099 0.5274
C: 0.2833 0.0221 0.7160
C: 0.2591 0.2801 -0.8222
S: 1.8859 0.3177 -1.9638
H: 0.8876 0.8081 1.1370
H: 0.7393 -0.9882 0.8903
H: -0.3507 1.1229 -1.0087
H: -0.2241 -0.5998 -1.2543



| no. | HOMO energy (eV) |
| --- | --- |
| 1 | -12.73 |
| 2 | 0.73 |